Record 1
3 unconnected molecules or ions with the total composition C15H32N2O7S at a distorted geometry. Source: OMol25; level of theory: wB97M-V/def2-TZVPD.

The structure (SMILES) is CCC[C@@H](C)[C@@H]1OS(=O)(=O)O[C@@H]1COC.CN(C)C=O.CN(C)C=O. The frontier orbital gap is 0.344 hartree. The HOMO energy is -9.01 eV. The calculation puts the LUMO energy at 0.4 eV. The spin multiplicity is 1. For the max |F|, the calculation gives 1.3 eV/Å.

```
57
Properties=species:S:1:pos:R:3:forces:R:3:nbo_charge:R:1
C -3.70643 4.02524 -1.06588 0.05 0.05 -0.51 -0.615
C -3.64441 2.77039 -1.94570 -0.38 -0.29 0.28 -0.410
C -3.36411 1.44974 -1.20287 0.21 0.45 -0.20 -0.379
C -2.15835 1.43725 -0.24823 0.10 -1.06 0.36 -0.269
C -2.10121 0.04242 0.43438 -0.78 0.34 -0.28 -0.606
C -0.86253 1.81422 -0.97897 0.05 0.41 0.14 0.072
O -0.09845 0.69601 -1.49334 0.28 -0.23 0.95 -0.675
S 1.11499 0.38307 -0.47608 0.59 -0.77 0.36 2.526
O 2.13044 -0.26886 -1.25049 -0.55 1.10 0.35 -0.897
O 0.73025 -0.26183 0.74933 -0.13 0.53 -0.95 -0.907
O 1.43592 1.92251 -0.11087 -0.43 -1.12 -0.55 -0.663
C 0.22917 2.69085 -0.29038 -0.01 1.16 -0.34 0.047
C -0.07943 3.52659 0.96243 0.63 -0.39 0.21 -0.083
O 0.21974 2.84988 2.15998 -0.40 0.20 0.11 -0.529
C -0.90276 2.51843 2.96221 -0.16 -0.04 -0.21 -0.245
H -3.55942 4.90260 -1.69849 0.05 0.07 0.13 0.216
H -4.68217 4.15134 -0.59864 0.02 -0.18 0.15 0.215
H -2.94583 4.03280 -0.28921 0.05 0.08 0.04 0.187
H -4.62701 2.65729 -2.41059 0.09 -0.02 -0.17 0.216
H -2.94921 2.89423 -2.77768 0.12 0.12 0.08 0.192
H -4.24508 1.17862 -0.62065 -0.02 -0.03 0.04 0.211
H -3.21758 0.66318 -1.94898 -0.07 -0.08 0.03 0.209
H -2.33855 2.15360 0.55201 0.06 0.21 -0.10 0.214
H -1.75499 0.09492 1.46113 0.29 -0.18 -0.12 0.216
H -3.12301 -0.34153 0.46470 0.01 -0.02 0.13 0.220
H -1.52477 -0.67280 -0.14294 0.09 -0.01 0.11 0.220
H -1.14801 2.38758 -1.85929 0.06 -0.20 -0.10 0.210
H 0.49874 3.43490 -1.04654 0.03 -0.06 0.00 0.192
H -1.10256 3.90400 0.93451 -0.12 -0.08 -0.06 0.184
H 0.57508 4.40158 0.91850 0.03 -0.04 0.02 0.195
H -1.36497 1.59651 2.60212 -0.02 0.02 0.20 0.171
H -1.65828 3.31179 2.95454 0.06 0.06 -0.05 0.163
H -0.57872 2.39133 3.99159 0.19 -0.10 -0.05 0.200
C -0.76182 -4.19067 0.64685 -0.18 -0.07 -0.08 -0.400
N -2.19792 -4.04254 0.78519 0.12 0.01 0.03 -0.430
C -3.08027 -4.76519 -0.11405 -0.06 0.10 0.11 -0.416
C -2.74657 -3.24749 1.72519 0.06 0.13 0.03 0.529
O -3.94038 -3.07571 1.87829 -0.04 -0.04 -0.06 -0.630
H -0.44288 -3.86765 -0.34627 0.08 -0.01 0.02 0.197
H -0.47474 -5.23456 0.78924 0.07 0.02 -0.01 0.195
H -0.25198 -3.58176 1.39035 -0.02 0.04 0.00 0.218
H -3.70283 -4.06506 -0.67255 -0.03 -0.05 -0.02 0.212
H -3.73742 -5.42467 0.45371 -0.03 -0.01 -0.05 0.214
H -2.48671 -5.35489 -0.80796 0.04 0.01 0.01 0.203
H -1.99328 -2.74202 2.35367 0.02 -0.03 -0.01 0.109
C 5.08464 -1.10835 -0.45721 0.30 0.00 0.08 -0.399
N 6.38948 -1.70950 -0.66495 -0.14 0.01 -0.01 -0.430
C 7.53291 -1.20557 0.07394 0.01 -0.12 -0.10 -0.415
C 6.58058 -2.72786 -1.52679 -0.02 -0.02 -0.03 0.528
O 7.65105 -3.26502 -1.73627 0.03 0.02 0.03 -0.628
H 5.11710 -0.04802 -0.71364 -0.12 0.01 0.01 0.196
H 4.78715 -1.21208 0.58843 -0.09 0.04 -0.02 0.194
H 4.34054 -1.59371 -1.08186 0.01 -0.01 -0.02 0.223
H 8.29716 -0.84478 -0.61553 0.04 0.00 0.05 0.212
H 7.97070 -2.00089 0.67844 0.05 0.04 0.01 0.212
H 7.21533 -0.39176 0.72097 -0.04 0.00 -0.01 0.201
H 5.65367 -3.03811 -2.03879 -0.01 0.02 0.01 0.105
```
Forces are in eV/Å.



Record 2
A molecular structure, C15H33Cl2LaO2P2 at a distorted geometry. Source: OMol25; level of theory: wB97M-V/def2-TZVPD.

The frontier orbital gap (spin up / spin down) is 0.271 / 0.181 hartree. The HOMO energy (spin up / spin down) is -15.18 / -15.17 eV. The calculation puts the LUMO energy (spin up / spin down) at -7.8 / -10.3 eV. The spin multiplicity is 1. As for the total charge: +2. For the max |F|, the calculation gives 4.5 eV/Å.

```
55
Properties=species:S:1:pos:R:3:forces:R:3:lowdin_charge:R:1
C -4.14835 4.63397 0.33283 -1.59 1.83 -0.48 -0.030
C -3.12613 3.80026 -0.20834 3.70 -1.61 -1.73 -0.303
H -4.05768 5.64941 -0.17760 -0.39 -0.94 0.81 0.141
H -4.11356 4.71256 1.45709 0.29 -0.20 -1.11 0.126
H -5.16254 4.16166 0.10017 1.25 0.57 0.19 0.147
O -2.11260 3.71330 -0.92450 -3.61 0.75 2.37 -0.025
Cl -2.72805 2.03611 2.79019 -1.00 1.05 2.29 -0.034
La -2.04060 1.42500 0.54904 0.35 -1.75 -2.23 1.151
P -1.71538 0.07082 -2.36256 -1.51 -1.29 -0.87 0.698
C -0.92304 0.30435 -3.96097 0.82 0.43 -1.19 -0.301
C -2.23926 -1.71341 -2.59870 0.62 1.34 0.80 -0.244
H -4.02225 0.79228 -1.88987 -0.31 0.00 0.03 0.013
H -3.75538 0.33508 -3.58312 -0.38 -0.04 -0.29 0.050
H -3.18465 1.91819 -3.01074 -0.14 0.27 -0.10 0.039
C -3.35805 0.88298 -2.74508 1.09 -0.14 0.67 -0.264
H -2.79565 -1.99109 -1.72362 -0.32 -0.38 0.27 -0.022
H -2.83374 -1.78180 -3.48944 -0.26 -0.08 -0.45 0.049
H -1.60048 0.00707 -4.80307 0.51 0.22 0.79 0.080
H -0.00008 -0.31497 -4.03769 -0.57 0.42 0.05 0.056
H -1.34393 -2.30214 -2.68356 0.32 -0.45 -0.08 0.036
H -0.63261 1.36671 -4.11315 -0.13 -0.64 0.00 0.053
C 0.34575 1.69034 -1.23373 2.77 2.34 -2.50 -0.184
O 1.05584 2.12530 -2.04492 -2.69 -1.86 2.81 0.097
Cl -3.40439 -0.88638 0.65786 0.41 0.66 -0.16 -0.146
C 0.39539 1.36830 2.62454 -1.03 -0.68 0.78 -0.208
C 1.59535 0.51889 2.20389 -1.02 0.14 -0.27 -0.491
C 2.12598 -0.31752 3.37414 0.03 -0.72 0.15 -0.068
P 1.16658 -0.41585 0.60289 3.53 -2.14 1.91 1.246
C 2.83855 -0.39651 -0.36009 -1.41 1.93 0.89 -0.515
C 4.07627 -0.59014 0.50252 -0.29 0.05 0.49 -0.060
C 2.78665 -1.27866 -1.52272 0.03 -1.25 -1.75 -0.114
C 0.90736 -2.23782 0.97560 0.26 -0.43 -1.48 -0.507
C 2.13935 -3.09641 1.42966 0.39 0.49 -0.13 -0.055
C -0.26299 -2.47969 1.86160 -1.23 -0.33 0.59 -0.128
H -0.53597 0.73759 2.88771 1.50 0.80 -0.32 0.040
H 0.12053 2.14023 1.87761 0.33 -0.13 0.24 0.018
H 0.65494 1.91365 3.54947 -0.33 -0.10 -0.41 0.113
H 2.38304 1.18273 1.89974 0.40 0.45 -0.41 0.100
H 1.39831 -1.07177 3.71684 0.36 0.36 -0.10 0.083
H 3.08459 -0.81715 3.16398 -0.46 0.19 -0.11 0.080
H 2.32992 0.34745 4.22615 -0.21 0.04 -0.30 0.111
H 2.81891 0.65058 -0.68000 0.34 -0.01 -0.21 0.091
H 4.11118 -1.54870 0.99173 0.02 -0.20 0.17 0.064
H 4.92207 -0.55564 -0.16622 0.32 0.12 -0.33 0.105
H 4.21364 0.19208 1.23956 0.02 0.10 0.10 0.083
H 1.98210 -1.04955 -2.23063 0.03 0.05 0.14 0.081
H 3.72527 -1.17014 -2.07545 -0.11 -0.05 -0.04 0.112
H 2.70418 -2.34006 -1.26991 0.02 0.15 0.02 0.085
H 0.68653 -2.61183 -0.05125 -0.16 0.14 0.48 0.115
H 2.50984 -2.75665 2.39870 0.04 -0.15 -0.18 0.071
H 1.80896 -4.13863 1.54670 -0.24 0.39 -0.08 0.108
H 2.96625 -3.12379 0.70191 -0.46 0.10 0.36 0.069
H -1.17922 -2.04659 1.45236 -0.01 -0.11 0.06 -0.002
H -0.43439 -3.56470 1.96039 0.04 0.42 -0.02 0.112
H -0.14238 -2.07930 2.87209 0.09 -0.11 -0.11 0.078
```
Forces are in eV/Å.



Record 3
A molecular structure, C15H33CrO7Si at a distorted geometry. Source: OMol25; level of theory: wB97M-V/def2-TZVPD.

The frontier orbital gap (spin up / spin down) is 0.329 / 0.373 hartree. The HOMO energy (spin up / spin down) is -10.82 / -12.03 eV. The expectation value of S² is 6.007. The calculation puts the LUMO energy (spin up / spin down) at -1.9 / -1.9 eV. The spin multiplicity is 5. Its energy above the lowest of the compared OMol25 structures with the same formula, charge and spin is 18.7 kcal/mol. As for the total charge: +1. For the max |F|, the calculation gives 1.2 eV/Å.

```
57
Properties=species:S:1:pos:R:3:forces:R:3:nbo_charge:R:1
Cr 0.20306 0.05183 0.36221 0.68 0.45 0.94 1.360
C -0.94981 1.83317 -1.68380 0.11 -0.06 -0.03 -0.084
C -0.75144 2.89417 -0.58947 -0.06 0.06 -0.03 -0.088
O 0.09604 2.42850 0.46799 -0.04 0.01 -0.18 -0.576
C 1.31631 3.17344 0.56705 -0.02 -0.05 0.06 -0.088
C 2.25041 2.89013 -0.59208 0.04 0.09 -0.04 -0.092
O 2.68833 1.54278 -0.57678 -0.04 -0.07 0.07 -0.535
C 3.83611 1.33696 0.22704 0.09 0.03 -0.05 -0.080
C 3.81118 -0.08651 0.69626 0.00 0.00 0.03 -0.074
O 2.62116 -0.27623 1.45306 -0.03 0.06 -0.01 -0.560
C 2.62340 -1.53479 2.10324 0.03 -0.09 0.05 -0.090
C 1.26086 -1.70036 2.71405 -0.04 0.08 -0.03 -0.073
O 0.26759 -1.58614 1.69145 -0.01 -0.19 -0.15 -0.584
C -0.00502 -2.78148 0.94033 -0.07 -0.05 0.17 -0.084
C 0.45136 -2.74293 -0.54010 0.00 -0.13 -0.05 -0.085
O 1.22951 -1.57921 -0.82953 -0.09 -0.06 -0.04 -0.587
C 1.15905 -1.14691 -2.19909 0.22 -0.16 -0.06 -0.079
C -0.02790 -0.24413 -2.44329 -0.18 0.02 -0.06 -0.094
O 0.13467 0.89999 -1.60119 -0.01 0.16 -0.18 -0.591
H -0.94336 2.29551 -2.67486 -0.03 0.01 0.03 0.198
H -1.87586 1.28445 -1.53604 -0.07 0.06 -0.03 0.214
H -1.71826 3.15594 -0.15807 0.03 -0.04 0.00 0.219
H -0.31908 3.79792 -1.01963 -0.01 0.01 0.02 0.191
H 1.76525 2.86844 1.51305 0.03 -0.01 -0.02 0.204
H 1.08933 4.24114 0.63452 -0.01 -0.01 -0.04 0.200
H 3.10001 3.58119 -0.56374 -0.01 -0.03 0.02 0.198
H 1.74562 3.03862 -1.54688 -0.03 0.02 0.01 0.203
H 3.83870 2.01040 1.08970 -0.04 -0.03 0.03 0.184
H 4.74809 1.52421 -0.35106 -0.02 0.01 0.01 0.197
H 4.68611 -0.28692 1.32278 0.01 0.01 -0.02 0.197
H 3.81675 -0.78117 -0.15067 0.00 0.01 -0.01 0.190
H 3.40545 -1.57455 2.86968 -0.04 0.02 0.00 0.202
H 2.82342 -2.32913 1.37224 -0.02 0.00 0.00 0.183
H 1.04814 -0.89363 3.41539 0.05 0.00 0.00 0.212
H 1.14961 -2.65235 3.23529 0.05 0.00 -0.03 0.210
H -1.08521 -2.90490 0.97984 0.03 -0.07 -0.04 0.225
H 0.46989 -3.61816 1.45352 -0.03 0.00 -0.02 0.197
H -0.42935 -2.76124 -1.18513 -0.02 0.02 0.04 0.196
H 1.06118 -3.62478 -0.75756 -0.06 0.02 -0.04 0.199
H 1.12128 -2.01434 -2.86226 0.01 0.04 -0.02 0.207
H 2.08942 -0.60512 -2.36639 -0.05 0.04 -0.08 0.223
H -0.97304 -0.72943 -2.17419 0.03 -0.04 -0.09 0.217
H -0.06773 0.06576 -3.49184 0.07 -0.04 0.01 0.211
C -3.81439 -1.73405 1.41227 -0.09 -0.02 -0.06 -1.136
Si -3.24350 -0.41026 0.22098 0.22 -0.01 0.19 1.878
C -4.03240 1.22473 0.67927 0.02 0.04 -0.05 -1.138
C -3.80285 -0.90065 -1.50435 -0.02 -0.02 0.00 -1.141
O -1.62237 -0.27718 0.27474 -0.57 -0.07 -0.29 -1.364
H -4.90461 -1.80157 1.41117 -0.02 -0.01 0.02 0.245
H -3.49821 -1.52524 2.43515 0.03 0.03 0.03 0.238
H -3.43847 -2.72210 1.13473 0.02 -0.01 -0.01 0.223
H -5.11160 1.13312 0.81053 -0.04 -0.02 -0.01 0.248
H -3.86844 1.98421 -0.09030 -0.01 0.00 -0.02 0.220
H -3.61684 1.60628 1.61379 0.01 -0.01 0.04 0.238
H -4.89264 -0.94848 -1.55534 -0.03 -0.02 0.03 0.250
H -3.42832 -1.89041 -1.77918 0.02 -0.02 0.00 0.228
H -3.48661 -0.19854 -2.27847 0.03 0.04 -0.02 0.222
```
Forces are in eV/Å.



Record 4
A molecular structure, C15H33CuN9S. Source: OMol25; level of theory: wB97M-V/def2-TZVPD.

The frontier orbital gap (spin up / spin down) is 0.333 / 0.215 hartree. The HOMO energy (spin up / spin down) is -14.06 / -14.06 eV. The expectation value of S² is 0.753. The calculation puts the LUMO energy (spin up / spin down) at -5.0 / -8.2 eV. The spin multiplicity is 2. Its energy above the lowest of the compared OMol25 structures with the same formula, charge and spin is 14.0 kcal/mol. As for the total charge: +2. For the max |F|, the calculation gives 0.7 eV/Å.

```
59
Properties=species:S:1:pos:R:3:forces:R:3:nbo_charge:R:1
Cu 0.54138 1.16137 -0.05888 0.13 -0.61 -0.33 1.433
C 2.64457 3.17372 -0.50260 -0.01 0.05 0.05 -0.248
C 2.97023 1.86675 -1.21079 0.03 -0.06 -0.04 -0.245
N 2.40045 0.70185 -0.48699 0.26 0.13 0.03 -0.698
C 3.09696 0.27910 0.76272 0.00 0.04 -0.03 -0.263
C 2.61123 1.07996 1.96015 -0.06 0.03 0.03 -0.249
N 1.13245 1.24127 1.91040 -0.07 -0.01 0.06 -0.713
C 0.68037 2.57221 2.36042 -0.05 -0.06 0.03 -0.245
C 1.03024 3.69108 1.34741 0.00 0.05 -0.02 -0.251
N 1.22594 3.21287 -0.04647 -0.20 -0.10 -0.08 -0.729
H 3.28941 3.30869 0.36295 0.00 0.00 -0.01 0.211
H 2.85181 4.00963 -1.17093 0.01 -0.02 -0.02 0.243
H 2.53253 1.86233 -2.21087 -0.01 0.00 0.01 0.222
H 4.05040 1.75336 -1.32742 0.00 0.04 0.00 0.234
H 2.40260 -0.10450 -1.11094 -0.06 -0.04 0.05 0.436
H 2.84793 -0.77088 0.90249 0.02 -0.01 0.00 0.262
H 4.17873 0.35888 0.63828 0.00 0.06 0.04 0.229
H 2.90923 0.59058 2.88792 0.02 -0.02 -0.03 0.245
H 3.04799 2.07588 1.98195 0.02 -0.01 0.01 0.206
H 0.67460 0.52157 2.46053 0.09 -0.01 0.07 0.420
H -0.40004 2.51515 2.50092 0.00 0.00 -0.02 0.216
H 1.11956 2.81807 3.32989 -0.04 0.04 0.00 0.230
H 0.21272 4.41042 1.35108 0.03 0.03 0.04 0.240
H 1.91889 4.23278 1.67112 0.00 -0.01 -0.01 0.219
H 0.69386 3.80941 -0.66736 0.07 0.06 0.00 0.412
C -1.57709 0.00633 -1.58871 0.01 0.03 0.01 -0.095
N -2.96971 -0.26567 -1.80624 0.04 0.00 -0.01 -0.439
C -3.49814 -1.01454 -0.66110 -0.05 -0.04 -0.01 -0.083
N -3.37903 -0.23616 0.57594 0.05 0.00 0.01 -0.443
C -1.99067 0.04203 0.81658 0.02 -0.01 -0.01 -0.086
N -1.37443 0.82969 -0.32237 -0.20 0.29 0.23 -0.631
C -2.19780 2.08683 -0.48046 0.06 0.04 -0.02 -0.071
N -3.58412 1.79849 -0.71165 0.05 0.01 0.01 -0.443
C -3.70691 0.99389 -1.93156 -0.05 0.01 -0.05 -0.084
C -4.10991 1.02286 0.41679 -0.05 0.01 0.02 -0.083
H -1.16995 0.58128 -2.42498 -0.01 -0.01 -0.01 0.204
H -1.01877 -0.92115 -1.46149 0.00 -0.01 -0.02 0.239
H -2.94583 -1.94944 -0.55465 -0.01 0.01 0.00 0.212
H -4.54837 -1.24121 -0.83963 0.01 -0.01 0.00 0.226
H -1.42727 -0.88713 0.91349 0.00 0.00 0.02 0.238
H -1.88235 0.64386 1.72323 -0.03 -0.01 0.01 0.194
H -1.78872 2.64681 -1.32560 -0.01 0.01 0.01 0.204
H -2.08346 2.67361 0.43523 -0.02 0.01 -0.01 0.201
H -3.32148 1.55938 -2.78135 0.00 0.00 0.00 0.210
H -4.75908 0.77624 -2.10899 0.01 0.00 0.00 0.228
H -5.16175 0.80556 0.23793 0.00 0.01 0.01 0.228
H -4.02772 1.61141 1.33219 0.00 -0.01 0.00 0.208
S 0.87657 -2.20327 0.09909 0.00 0.15 -0.01 -0.482
C 0.93462 -3.87274 -0.20560 -0.05 -0.01 0.00 0.360
N 0.76419 -4.45982 -1.39001 -0.01 0.07 0.02 -0.566
C 0.97610 -5.90788 -1.33441 0.00 -0.05 -0.01 -0.227
C 1.06263 -6.16374 0.18588 0.00 -0.05 -0.01 -0.227
N 1.15079 -4.80405 0.71984 0.04 0.09 -0.02 -0.562
H 0.70125 -3.92231 -2.23607 0.00 -0.04 -0.02 0.427
H 1.89669 -6.18230 -1.84903 0.00 0.02 0.01 0.217
H 0.14467 -6.43882 -1.79176 0.02 -0.01 -0.01 0.228
H 1.94129 -6.74457 0.45615 -0.02 -0.01 0.00 0.229
H 0.17487 -6.66869 0.56593 0.00 0.02 0.00 0.218
H 1.23482 -4.56634 1.69241 -0.02 -0.05 0.01 0.432
```
Forces are in eV/Å.